65
Properties=species:S:1:pos:R:3:nbo_charge:R:1 method="wB97M-V/def2-TZVPD" e_homo_ha=-0.279 e_lumo_ev=-1.583 total_energy_ha=-6579.2721 charge=0 gap_ev=6.00 molar_mass_g_mol=657.2 de_lowest_kcal_mol=38.2
Ag -0.133 -0.131 0.275 0.9228
C -3.841 -5.051 -0.912 -0.6293
C -3.051 -3.807 -0.631 -0.0569
C -3.150 -3.123 0.581 -0.1635
C -2.405 -1.980 0.819 -0.2885
C -1.575 -1.600 -0.231 0.2175
Br -0.447 0.045 2.813 -0.7430
N -1.459 -2.188 -1.363 -0.4263
C -2.184 -3.292 -1.580 0.0351
H -4.454 -5.330 -0.057 0.2191
H -3.182 -5.890 -1.140 0.2260
H -4.504 -4.912 -1.767 0.2260
H -3.815 -3.488 1.354 0.2223
H -2.444 -1.422 1.741 0.2703
H -2.060 -3.768 -2.546 0.1984
C -5.336 4.728 -1.213 -0.6305
C -4.179 3.778 -1.326 0.0172
C -3.089 3.868 -0.470 -0.2269
C -1.999 3.013 -0.562 -0.0324
C -0.870 3.207 0.405 -0.6421
C -1.991 2.021 -1.557 -0.1364
Se -0.453 0.933 -1.896 -0.0808
C -3.103 1.891 -2.409 -0.0412
C -3.219 0.824 -3.465 -0.6434
C -4.167 2.778 -2.283 -0.2273
H -5.202 5.413 -0.377 0.2137
H -6.274 4.191 -1.062 0.2187
H -5.447 5.323 -2.122 0.2192
H -3.087 4.631 0.300 0.2019
H -1.125 3.977 1.132 0.2158
H 0.043 3.509 -0.114 0.2168
H -0.641 2.299 0.969 0.2278
H -2.523 0.005 -3.303 0.2381
H -3.020 1.236 -4.457 0.2197
H -4.234 0.425 -3.476 0.2134
H -5.015 2.667 -2.950 0.2016
C 2.009 -2.565 2.531 -0.4007
N 2.863 -1.437 2.195 -0.8252
C 3.829 -1.113 3.226 -0.4027
P 2.934 -0.832 0.660 2.4443
O 1.957 -1.526 -0.213 -1.1510
N 2.617 0.806 0.768 -0.8249
C 2.620 1.570 2.010 -0.4126
C 2.959 1.615 -0.396 -0.4129
N 4.453 -0.930 -0.018 -0.8120
C 4.835 -2.160 -0.691 -0.4071
C 5.578 -0.153 0.459 -0.4045
H 1.394 -2.318 3.399 0.2085
H 2.619 -3.447 2.754 0.1740
H 1.353 -2.786 1.693 0.2370
H 3.316 -0.797 4.140 0.2018
H 4.483 -0.300 2.917 0.2016
H 4.452 -1.982 3.465 0.1877
H 2.251 0.961 2.829 0.2442
H 1.935 2.414 1.903 0.2090
H 3.618 1.965 2.241 0.1667
H 2.917 1.008 -1.299 0.2292
H 3.959 2.054 -0.304 0.1756
H 2.228 2.418 -0.502 0.2106
H 3.941 -2.679 -1.027 0.2398
H 5.414 -2.820 -0.033 0.1745
H 5.452 -1.923 -1.562 0.1930
H 5.238 0.746 0.971 0.2029
H 6.200 0.157 -0.387 0.1985
H 6.210 -0.726 1.150 0.1818